Record 1
The following is a quantum chemistry calculation of a molecular structure, C49H34N6O2SeTeV at a distorted geometry, from the Open Molecules 2025 dataset.

Each line ends with the Mulliken charge.
Atoms and positions in Å:
Te1 7.161 -0.649 -0.471  0.376
Se1 1.068 1.580 -0.877  0.214
V1 -2.229 1.208 -0.725  -0.930
O1 1.707 -3.121 2.630  -0.786
O2 0.269 -4.778 2.016  -0.767
N1 1.963 1.738 -2.552  -0.843
N2 -2.927 -0.340 -1.723  1.038
N3 -1.275 2.050 1.042  0.908
N4 -0.517 1.474 -1.715  -0.082
N5 -1.329 -0.324 0.211  0.979
N6 -4.424 1.309 0.568  0.272
C1 6.203 -4.856 0.258  -0.373
C2 9.322 -1.091 3.219  -0.405
C3 -4.696 2.624 0.637  1.717
C4 -0.313 1.200 -3.132  0.577
C5 -2.774 3.684 -2.346  -0.425
C6 4.958 -2.446 0.605  -0.395
C7 -3.820 -0.179 -2.740  -0.385
C8 -4.495 4.776 -0.573  -0.856
C9 -1.534 3.278 1.556  -0.163
C10 -0.626 1.171 1.801  0.611
C11 4.357 -3.566 1.037  -0.161
C12 -5.371 -0.870 0.977  -0.181
C13 10.718 -2.156 1.579  -0.491
C14 -4.081 3.446 -0.431  0.216
C15 0.698 -3.573 2.037  0.297
C16 -5.244 0.511 1.261  -0.008
C17 -0.563 -0.185 1.349  0.306
C18 10.408 -1.898 2.922  -0.412
C19 -2.457 -1.637 -1.435  -0.333
C20 -0.171 2.895 3.484  -0.600
C21 -2.710 -2.703 -2.277  -0.617
C22 0.043 -1.274 1.962  -0.785
C23 -3.733 -2.547 -3.269  -0.855
C24 -6.667 0.075 3.288  -0.732
C25 -0.106 -2.528 1.345  0.045
C26 0.547 0.946 -5.826  -0.307
C27 -6.792 -1.224 2.920  -0.659
C28 1.163 1.231 -3.463  0.572
C29 -3.216 4.972 -2.577  -1.241
C30 -5.500 3.212 1.624  -1.151
C31 8.629 -0.469 2.136  -0.437
C32 8.725 -1.013 0.843  -0.110
C33 -3.128 2.863 -1.245  1.843
C34 -4.266 -1.239 -3.557  -1.063
C35 -4.036 5.565 -1.617  -0.869
C36 -1.212 1.278 -4.179  0.139
C37 6.839 -3.697 -0.173  -0.404
C38 -0.914 3.737 2.692  -0.909
C39 -6.003 2.426 2.623  -0.830
C40 -6.067 -1.697 1.826  -0.628
C41 4.926 -4.808 0.773  -0.613
C42 -5.927 0.992 2.477  0.701
C43 6.245 -2.424 0.076  0.106
C44 -0.815 0.876 -5.498  -1.178
C45 1.502 1.248 -4.858  -0.689
C46 -0.050 1.575 3.054  -0.907
C47 -1.532 -1.581 -0.288  1.137
C48 9.844 -1.891 0.580  -0.220
C49 -1.004 -2.727 0.304  -1.261
H1 -4.211 -3.293 -3.892  0.422
H2 -5.205 5.248 0.104  0.244
H3 -4.285 6.631 -1.582  0.376
H4 -2.884 5.483 -3.467  0.471
H5 11.139 -2.251 3.667  0.314
H6 -5.834 4.267 1.541  0.198
H7 3.453 -3.509 1.708  0.446
H8 7.950 0.358 2.276  0.384
H9 0.823 -1.124 2.759  0.441
H10 7.875 -3.592 -0.620  0.185
H11 -4.993 -1.283 0.025  0.254
H12 -2.103 -3.619 -2.216  0.470
H13 0.364 0.767 3.670  0.424
H14 8.954 -0.912 4.202  0.407
H15 4.529 -5.696 1.206  0.413
H16 -1.585 0.527 -6.182  0.413
H17 4.447 -1.504 0.868  0.341
H18 0.877 0.785 -6.899  0.305
H19 -4.895 -1.087 -4.388  0.543
H20 -1.125 4.768 3.040  0.405
H21 -4.100 0.869 -2.952  0.558
H22 6.646 -5.856 0.359  0.298
H23 11.646 -2.654 1.407  0.382
H24 -1.306 -3.695 -0.084  0.585
H25 10.061 -2.274 -0.420  0.382
H26 0.454 3.177 4.334  0.427
H27 -6.103 -2.738 1.574  0.449
H28 -2.200 3.943 1.020  0.240
H29 -7.542 -1.851 3.382  0.381
H30 -7.285 0.569 3.993  0.385
H31 -2.049 3.196 -2.953  0.353
H32 -6.575 2.985 3.443  0.308
H33 2.555 1.412 -5.132  0.410
H34 -2.268 1.503 -3.953  0.393

Results
expectation value of S²: 3.877
molecular weight: 996.36 g mol⁻¹
energy above the lowest of the compared OMol25 structures with the same formula, charge and spin: 3.554 eV
spin multiplicity: 4

Record 2
The following is a quantum chemistry calculation of 2 unconnected molecules or ions with the total composition C30H46ClFN4O8S2 at a distorted geometry, from the Open Molecules 2025 dataset.

Each line ends with the Mulliken charge.
Atoms and positions in Å:
Cl1 1.049 5.526 -3.676  1.702
S1 -1.459 1.569 2.083  0.100
S2 -5.987 1.130 -0.869  -0.166
F1 3.756 -1.740 1.690  -0.401
O1 1.198 6.255 -2.438  -0.673
O2 -8.642 0.636 -1.440  -0.263
O3 0.064 6.172 -4.507  -0.683
O4 2.438 -0.850 4.559  -0.604
O5 0.617 4.162 -3.383  -0.662
O6 2.957 -2.078 -2.701  -0.537
O7 2.318 5.484 -4.368  -0.652
O8 2.606 3.237 1.135  -0.635
N1 -9.318 -0.524 0.368  -0.530
N2 1.128 -3.437 -2.581  0.276
N3 -7.995 -0.233 0.576  -0.140
N4 0.409 -0.476 -0.886  0.989
C1 -2.866 0.345 4.286  -0.748
C2 3.286 2.811 -2.438  0.330
C3 -4.575 -1.174 0.067  -1.127
C4 1.183 -1.536 4.490  -0.705
C5 5.712 3.562 -2.893  -0.462
C6 1.710 -4.411 -1.622  -0.844
C7 4.385 3.132 -3.366  -1.213
C8 1.295 0.198 0.141  -0.003
C9 0.131 -1.348 2.046  1.206
C10 -7.643 0.460 -0.532  0.510
C11 -2.253 1.718 3.763  -0.465
C12 -2.070 -0.902 -0.441  -0.925
C13 3.518 2.907 -1.002  0.659
C14 1.427 -3.887 -3.989  -0.824
C15 -4.883 0.339 0.398  -0.232
C16 -9.699 -0.036 -0.814  0.059
C17 1.762 -2.111 -2.475  -0.109
C18 3.263 -1.632 0.358  -0.268
C19 -0.205 -2.329 0.844  -1.742
C20 -3.111 -1.620 0.475  0.260
C21 2.429 2.646 0.088  -0.142
C22 4.861 3.323 -0.549  -0.555
C23 0.941 -0.035 1.658  0.120
C24 2.849 -0.157 -0.013  -1.692
C25 0.296 1.168 2.450  -1.467
C26 1.054 -0.761 -2.216  -0.161
C27 1.241 1.741 -0.299  -0.852
C28 5.953 3.646 -1.443  -0.599
C29 0.889 -2.262 3.127  -0.786
C30 -0.580 -1.494 -0.410  -0.174
H1 2.299 0.084 4.314  0.401
H2 0.985 -4.586 -0.783  0.186
H3 0.126 -3.067 3.371  0.480
H4 0.317 -0.877 4.806  0.152
H5 1.925 -0.171 2.197  1.098
H6 -5.374 0.377 1.411  0.392
H7 2.539 -2.431 0.085  -0.204
H8 -2.459 -0.998 -1.503  0.460
H9 2.415 -4.431 -4.046  0.355
H10 -0.241 0.285 -1.166  0.699
H11 -1.028 -2.999 1.225  0.450
H12 0.604 -4.545 -4.363  0.322
H13 1.778 -5.399 -2.163  0.463
H14 -2.701 -0.507 3.580  0.025
H15 -0.861 -1.139 2.544  -0.711
H16 -2.953 -1.269 1.538  -0.465
H17 2.748 -4.175 -1.276  0.359
H18 1.154 1.834 -1.426  0.437
H19 -0.653 -2.257 -1.247  0.368
H20 -2.112 0.196 -0.222  0.478
H21 -3.042 -2.740 0.496  0.390
H22 -4.725 -1.412 -1.026  0.441
H23 1.226 -2.342 5.281  0.441
H24 -1.389 1.944 4.456  0.289
H25 1.761 -2.810 2.687  0.299
H26 -2.967 2.574 3.818  0.485
H27 6.542 3.841 -3.577  0.353
H28 4.998 3.410 0.555  0.338
H29 0.222 -0.682 -2.984  0.637
H30 0.318 0.858 3.539  0.610
H31 -2.426 0.040 5.278  0.299
H32 1.763 0.063 -2.513  0.127
H33 3.279 0.194 -0.990  0.810
H34 -10.709 -0.108 -1.265  0.377
H35 2.291 2.523 -2.838  0.542
H36 4.180 -1.838 -0.274  0.484
H37 1.541 -2.993 -4.661  0.321
H38 -5.284 -1.810 0.660  0.452
H39 3.449 0.403 0.769  0.687
H40 0.287 2.240 0.058  0.329
H41 -3.973 0.454 4.434  0.303
H42 0.877 2.125 2.416  0.175
H43 -3.964 0.988 0.423  -0.042
H44 0.612 -3.076 0.620  0.260
H45 4.257 3.104 -4.474  0.329
H46 6.928 3.987 -1.011  0.345

Results
molecular weight: 709.30 g mol⁻¹
energy above the lowest of the compared OMol25 structures with the same formula, charge and spin: 3.159 eV

Record 3
The following is a quantum chemistry calculation of a molecular structure, C33H38FeGeIN9SSe, from the Open Molecules 2025 dataset.

Each line ends with the Mulliken charge.
Atoms and positions in Å:
I1 -2.119 -2.226 4.078  0.152
Se1 -0.703 1.948 -0.565  -0.155
Ge1 -3.587 2.493 -2.190  0.368
Fe1 -0.807 -0.547 1.826  -0.040
S1 -2.963 0.207 1.481  -0.504
N1 3.249 -0.377 0.277  0.374
N2 6.071 -1.176 -2.712  -0.517
N3 5.863 -1.096 -1.461  -0.624
N4 -1.803 1.925 3.221  -1.460
N5 1.109 -0.588 0.704  1.311
N6 -3.911 2.456 2.545  -0.282
N7 5.082 -0.010 -1.201  0.731
N8 0.839 -0.911 3.380  0.540
N9 -0.806 1.084 3.046  1.322
C1 1.580 -1.770 0.165  -0.829
C2 -5.137 2.186 -1.030  -0.970
C3 -1.582 -2.017 0.689  0.216
C4 -4.025 3.852 -3.527  -1.220
C5 1.591 -1.989 3.541  -0.277
C6 -1.764 -2.748 -1.614  -1.173
C7 0.242 1.272 3.958  -1.137
C8 -1.390 -1.793 -0.647  0.257
C9 0.359 2.020 -2.188  -1.065
C10 3.903 2.056 -4.020  -0.597
C11 -2.876 1.609 2.486  0.378
C12 -2.589 -3.507 2.487  0.114
C13 -2.113 3.199 -1.062  -1.030
C14 4.753 0.616 -2.368  1.230
C15 -2.369 -3.900 -1.213  -1.077
C16 5.408 -0.140 -3.340  0.147
C17 -3.074 0.818 -3.061  -0.664
C18 2.142 0.241 0.755  0.322
C19 2.902 -1.654 -0.101  -1.198
C20 5.322 0.201 -4.691  -0.718
C21 4.562 1.302 -5.011  -0.573
C22 2.980 -0.903 5.166  -0.373
C23 -2.254 -3.188 1.145  0.454
C24 3.982 1.735 -2.683  -0.514
C25 2.669 -2.043 4.413  -0.989
C26 -2.639 -4.146 0.156  1.071
C27 4.582 0.192 0.120  -1.299
C28 -3.597 -5.595 1.834  -0.755
C29 2.166 1.633 1.277  -1.570
C30 2.205 0.219 5.036  -1.231
C31 1.107 0.202 4.138  1.082
C32 -3.238 -4.663 2.823  -0.543
C33 -3.300 -5.338 0.529  -0.984
H1 0.937 -2.618 0.012  0.592
H2 1.190 1.892 1.672  -0.156
H3 4.466 1.605 -6.045  0.382
H4 -5.398 3.102 -0.497  0.336
H5 3.245 -2.952 4.499  0.465
H6 0.316 2.221 4.471  0.464
H7 -1.624 4.050 -1.538  0.524
H8 -3.571 -6.042 -0.248  0.417
H9 -3.479 -4.867 3.857  0.449
H10 -2.674 -4.648 -1.934  0.409
H11 3.479 2.326 -1.929  0.394
H12 2.404 1.113 5.612  0.527
H13 2.381 2.350 0.481  0.357
H14 5.836 -0.382 -5.443  0.438
H15 3.817 -0.912 5.851  0.452
H16 -4.880 3.546 -4.129  0.378
H17 2.916 1.747 2.062  0.588
H18 1.082 1.206 -2.136  0.214
H19 -3.943 0.386 -3.558  0.491
H20 -3.178 4.018 -4.195  0.372
H21 -0.937 -0.863 -0.971  0.891
H22 -0.274 1.864 -3.059  0.440
H23 1.329 -2.852 2.940  0.505
H24 4.535 1.256 0.343  0.679
H25 -4.795 2.212 2.132  0.235
H26 -2.515 3.567 -0.116  0.492
H27 3.621 -2.335 -0.523  0.596
H28 0.881 2.970 -2.279  0.448
H29 -2.711 0.101 -2.323  -0.193
H30 5.275 -0.292 0.806  0.182
H31 -6.002 1.883 -1.621  0.403
H32 -3.889 3.176 3.250  0.260
H33 -4.269 4.801 -3.049  0.372
H34 -4.928 1.394 -0.309  0.193
H35 -1.579 -2.552 -2.662  0.527
H36 3.321 2.917 -4.324  0.406
H37 -4.107 -6.504 2.121  0.410
H38 -2.300 0.972 -3.813  0.361

Results
charge: +1
expectation value of S²: 8.991
molecular weight: 927.12 g mol⁻¹
energy above the lowest of the compared OMol25 structures with the same formula, charge and spin: 2.065 eV
spin multiplicity: 6